Density functional theory data (the ωB97M-V functional and the def2-TZVPD basis) for a cluster of 3 separate species, C17H41INO9P in total.

CARTESIAN COORDINATES (ANGSTROEM)
1 C 2.005 0.008 1.663
2 C -3.967 1.213 1.462
3 H -4.304 2.164 1.870
4 H -5.603 -1.568 -1.498
5 H -2.130 0.101 -0.338
6 H -4.980 -0.048 -4.861
7 H -6.522 -0.509 -5.617
8 H -6.424 0.360 -2.819
9 H -5.369 1.761 -2.527
10 H 0.020 -2.786 6.175
11 H -4.312 1.122 0.428
12 C -0.922 -3.013 5.678
13 H 5.251 0.862 -1.068
14 H -1.398 -3.841 6.200
15 O -4.452 -0.029 -2.276
16 H -3.855 -1.826 -1.509
17 H 0.264 -2.938 3.871
18 H 2.694 1.925 2.379
19 O 1.607 -0.400 0.357
20 C 0.551 -2.529 0.923
21 H 6.109 1.826 -2.296
22 C -5.584 -0.888 -5.213
23 H 5.856 4.356 -2.830
24 H -1.664 -1.801 3.221
25 H 2.609 -2.213 0.368
26 H 7.102 2.150 -0.092
27 H -0.693 -4.404 4.012
28 H 2.760 1.756 0.627
29 C 5.253 1.811 -1.617
30 C -2.455 1.123 1.483
31 C 6.921 4.506 -3.022
32 H 6.776 5.128 -0.681
33 H -0.836 -0.164 0.829
34 C 2.909 1.229 1.567
35 C -0.705 -3.333 4.199
36 O 5.279 2.907 -0.722
37 P -2.100 -2.738 0.783
38 H 1.117 0.240 2.261
39 C 1.622 -1.793 0.140
40 H 7.180 4.058 -3.979
41 O 7.723 3.881 -2.038
42 O -2.986 -3.487 -0.090
43 H -3.862 -2.042 -3.963
44 O -0.657 -2.506 0.156
45 H 4.334 1.882 -2.196
46 H -5.989 0.811 -1.157
47 C -4.689 -1.424 -2.083
48 C 6.528 3.083 -0.077
49 H 8.258 4.333 -0.126
50 H 7.126 5.582 -3.069
51 C -4.786 -2.176 -3.389
52 O -5.907 -1.777 -4.165
53 H 0.396 -2.033 1.884
54 H -5.040 -1.403 -6.013
55 H -4.893 -3.241 -3.167
56 H 3.958 0.951 1.659
57 H -4.415 0.414 2.048
58 H 6.330 3.342 0.967
59 C -1.915 -0.068 0.723
60 I -1.733 1.122 3.520
61 C 7.343 4.192 -0.709
62 H -1.575 -2.145 5.779
63 O -1.886 -3.482 2.173
64 H 1.426 -1.942 -0.921
65 H 2.517 -0.815 2.175
66 C -5.623 0.756 -2.190
67 N -1.828 -2.780 3.444
68 O -2.602 -1.265 1.115
69 H 0.830 -3.565 1.120
70 H -1.996 2.014 1.061

energy relative to the best compared isomer or geometry (same formula, charge and spin)	0.0	kJ/mol
SMILES	CCNO[P@](=O)(OCCOCC)OC[C@@H](C)I.COCCOC.COCCOC
HOMO energy	-9.0017	eV

Partial atomic charges computed with the Löwdin method, in multiples of e: -0.27, -0.15, 0.07, 0.13, 0.14, 0.08, 0.09, 0.08, 0.09, 0.07, 0.07, -0.08, 0.09, 0.07, -0.20, 0.09, 0.10, 0.07, -0.15, -0.18, 0.08, -0.12, 0.08, 0.02, 0.13, 0.13, 0.12, 0.08, -0.11, -0.72, -0.11, 0.13, 0.09, -0.05, -0.26, -0.20, 0.38, 0.06, -0.18, 0.09, -0.19, -0.21, 0.13, -0.16, 0.09, 0.08, -0.19, -0.21, 0.13, 0.09, -0.19, -0.19, 0.10, 0.09, 0.13, 0.07, 0.08, 0.12, -0.27, 0.87, -0.21, 0.07, -0.19, 0.14, 0.12, -0.12, -0.03, -0.18, 0.14, 0.08

Density functional theory data (the ωB97M-V functional and the def2-TZVPD basis) for a cluster of 6 separate species, C17H41N2O5PS5 in total at a distorted geometry.

CARTESIAN COORDINATES (ANGSTROEM)
1 H 3.523 -1.649 2.615
2 S 0.624 -2.549 -0.611
3 H -8.912 8.885 -0.742
4 H -7.776 6.945 -3.893
5 H 9.232 2.293 3.690
6 H -0.472 3.619 -1.501
7 H -7.393 1.380 0.372
8 H -1.959 0.882 -1.681
9 O 0.691 -1.077 -0.361
10 H -0.547 -3.869 -2.228
11 H 6.588 -1.969 3.045
12 H -7.007 5.513 -3.169
13 H -8.755 5.774 -2.959
14 S -7.438 7.190 -1.532
15 H 3.430 -1.583 0.839
16 H 0.741 2.453 0.224
17 H -8.854 8.852 -2.520
18 S 5.105 -3.123 1.560
19 C 10.475 0.158 5.110
20 C -6.553 3.112 -0.719
21 O 8.669 -1.240 3.747
22 H 7.997 1.391 4.620
23 C -7.785 6.265 -3.040
24 C -5.404 3.422 -1.591
25 H 1.624 -8.462 -1.834
26 H 11.142 -0.691 5.253
27 C -6.557 1.713 -0.292
28 H 0.635 -9.091 -0.496
29 H 2.964 -2.871 -0.945
30 H 2.006 -4.038 -1.876
31 H 6.669 -3.732 3.247
32 H -9.800 7.622 -1.629
33 H -0.133 -8.173 -1.826
34 H 2.163 -2.356 -2.449
35 H 4.758 -0.753 1.683
36 C 6.001 -2.885 3.102
37 S 1.043 -6.738 -0.298
38 N -4.549 1.036 -1.496
39 H -5.265 4.456 -1.980
40 C 8.581 1.418 3.699
41 H -1.518 2.903 -0.214
42 H 9.771 0.211 5.941
43 H -5.674 -0.345 -0.353
44 C -4.499 2.327 -1.875
45 H -0.825 1.565 -2.966
46 C -8.900 8.239 -1.619
47 C 2.081 -3.000 -1.572
48 C -5.595 0.716 -0.689
49 S 9.581 -0.076 3.563
50 H 11.063 1.075 5.055
51 P -3.009 2.773 -2.953
52 O 4.192 -4.289 1.746
53 C 4.106 -1.627 1.693
54 C 0.757 -8.270 -1.203
55 H -2.764 4.169 -2.768
56 H 7.908 1.459 2.843
57 H -1.556 -2.557 -1.571
58 H 0.074 1.002 -0.174
59 H 5.298 -2.829 3.935
60 H -0.314 -2.187 -2.793
61 H -1.358 -6.718 -0.192
62 H -0.630 -7.590 1.191
63 O -7.625 6.258 -0.383
64 C -0.563 -2.818 -1.938
65 C -0.550 -6.717 0.543
66 O 1.034 -5.625 -1.293
67 H -7.313 3.860 -0.419
68 H -0.608 -5.811 1.145
69 N 0.351 1.919 -0.558
70 C -1.588 1.808 -2.188
71 C -0.830 2.646 -1.076

HOMO energy	-7.5641	eV

Partial atomic charges computed with the Löwdin method, in multiples of e: 0.06, 0.81, 0.05, 0.05, 0.05, 0.09, 0.09, 0.06, -0.58, 0.04, 0.02, 0.03, 0.06, 0.81, 0.02, 0.06, 0.05, 0.80, -0.27, -0.03, -0.56, 0.06, -0.27, -0.09, 0.05, 0.05, -0.08, 0.05, 0.03, 0.01, 0.05, 0.06, 0.06, 0.06, 0.05, -0.28, 0.85, 0.02, 0.08, -0.27, 0.10, 0.06, 0.11, -0.51, 0.07, -0.27, -0.25, -0.14, 0.82, 0.05, 0.90, -0.57, -0.26, -0.27, -0.07, 0.05, 0.05, 0.03, 0.06, 0.06, 0.06, 0.05, -0.56, -0.26, -0.26, -0.58, 0.08, 0.05, -0.04, -0.42, -0.37

Density functional theory data (the ωB97M-V functional and the def2-TZVPD basis) for a cluster of 3 separate species, C17H41N7O5PS2 in total at a distorted geometry.

CARTESIAN COORDINATES (ANGSTROEM)
1 H -1.103 0.568 -4.884
2 H 0.273 4.188 5.095
3 O 1.447 2.265 2.540
4 H 4.100 0.828 0.279
5 H -0.865 -2.624 -2.644
6 C 3.121 -3.269 -1.105
7 N 3.125 0.563 0.395
8 H 2.638 0.552 -6.043
9 H 4.263 -3.664 -2.932
10 H 4.413 -0.833 -1.974
11 N 2.654 -1.120 -3.055
12 C -6.736 1.574 2.899
13 H 4.132 0.649 -4.120
14 O -4.905 0.370 4.373
15 H -5.192 -0.141 1.306
16 N 0.794 -2.306 -3.808
17 C -1.411 -0.410 -4.571
18 H -2.013 3.047 3.453
19 C 4.059 -1.520 -2.726
20 N 2.821 -2.617 -4.920
21 H -2.264 1.125 4.959
22 H -7.287 1.072 0.854
23 N 2.000 0.367 -5.280
24 S -5.115 1.611 3.671
25 S 0.996 2.272 3.919
26 H -0.929 1.288 -2.569
27 H -6.472 2.620 1.024
28 H 2.837 -3.249 1.000
29 H 3.123 -3.517 -4.546
30 H -0.993 1.738 6.017
31 H -4.780 1.094 0.114
32 H 2.718 1.241 1.034
33 C 3.618 -2.977 0.301
34 H -3.261 0.988 2.305
35 N 4.057 -1.591 0.429
36 O -0.328 0.531 -2.554
37 N 2.355 -1.032 1.935
38 H 4.712 -1.434 -3.590
39 C 2.051 -2.004 -3.931
40 H 1.766 -0.248 2.187
41 H 4.953 -1.526 0.887
42 C 3.114 -0.711 0.992
43 C -0.257 1.010 4.125
44 H 2.287 1.348 -2.989
45 C -0.991 -0.590 -3.106
46 H -7.301 2.439 3.234
47 H -2.491 -0.413 -4.621
48 C -6.490 1.589 1.384
49 H -7.231 0.660 3.219
50 C -1.328 1.682 4.980
51 H 0.187 0.133 4.591
52 C -5.124 0.936 1.135
53 H 2.194 -2.729 -1.247
54 H -0.638 0.758 3.135
55 C -4.172 1.563 2.148
56 C -0.086 3.676 4.206
57 H 4.462 -3.615 0.523
58 C -1.492 3.097 4.410
59 H 0.437 -2.989 -4.458
60 C 4.182 -2.924 -2.149
61 H -0.034 4.343 3.349
62 H 0.391 -1.702 -1.868
63 H -1.909 -0.718 -2.543
64 O -4.907 2.883 4.314
65 H 5.141 -2.951 -1.651
66 H 2.221 -2.850 -5.706
67 O 1.932 2.176 5.006
68 H -1.025 -1.153 -5.246
69 C -0.157 -1.824 -2.788
70 H 2.963 -4.338 -1.137
71 P 2.761 0.423 -3.914
72 H -2.084 3.728 5.068
73 H -3.928 2.591 1.880

net charge	+1
HOMO energy	-11.5589	eV

Partial atomic charges computed with the Löwdin method, in multiples of e: 0.08, 0.11, -0.36, 0.09, 0.14, -0.17, 0.12, -0.02, 0.09, 0.10, -0.16, -0.21, 0.03, -0.31, 0.12, 0.17, -0.02, 0.09, -0.23, 0.17, 0.10, 0.12, -0.25, 0.65, 0.68, 0.11, 0.12, 0.10, 0.11, 0.13, 0.11, 0.05, -0.21, 0.10, 0.01, -0.05, 0.17, 0.10, -0.43, 0.03, 0.13, -0.55, -0.23, 0.01, -0.41, 0.11, 0.08, -0.21, 0.11, -0.20, 0.11, -0.22, 0.08, 0.10, -0.24, -0.21, 0.12, -0.21, 0.17, -0.17, 0.10, 0.12, 0.13, -0.32, 0.12, 0.11, -0.30, 0.06, -0.07, 0.11, 0.79, 0.12, 0.11

Density functional theory data (the ωB97M-V functional and the def2-TZVPD basis) for a cluster of 4 separate species, C17H42N2O11P in total at a distorted geometry.

CARTESIAN COORDINATES (ANGSTROEM)
1 H 5.975 -2.131 0.724
2 O -0.894 -4.748 -1.276
3 H 2.559 0.979 2.661
4 H -0.260 4.261 -0.077
5 N -3.531 -2.126 -1.034
6 H -3.540 -3.715 1.140
7 O -1.937 -5.070 -2.139
8 H -4.629 -5.172 -1.174
9 C -3.765 -3.406 -1.720
10 H -0.412 6.016 -0.379
11 H -5.226 -3.282 0.528
12 C 1.598 1.255 2.222
13 C 3.164 -2.529 -0.499
14 H 1.757 7.689 2.434
15 H 4.922 -4.371 -0.218
16 C 0.272 0.824 0.309
17 O -5.982 -2.477 -2.321
18 O -5.296 -4.236 -3.431
19 H 5.918 -3.921 -1.612
20 H -4.269 -5.617 2.146
21 O 1.335 0.369 1.150
22 O 4.223 -2.736 1.684
23 H -0.032 1.721 -1.607
24 H 5.687 -1.443 2.351
25 C -0.767 5.180 0.228
26 H -1.838 5.061 0.058
27 H 3.375 3.377 -0.234
28 C -4.431 -4.059 0.568
29 C -5.101 -3.370 -2.565
30 H 3.891 -0.907 0.737
31 H -1.694 -3.108 -2.636
32 H 6.159 -3.145 2.166
33 C 4.897 -3.961 -1.230
34 H -2.701 -2.211 -0.443
35 H -0.382 1.517 0.848
36 C -0.918 8.545 0.935
37 H -2.865 -4.117 -3.669
38 H -1.034 -5.348 -0.522
39 H 2.470 -1.749 1.363
40 C 5.579 -2.334 1.722
41 H 1.070 5.382 2.825
42 H 2.677 -3.502 -0.384
43 C -4.986 -5.341 1.335
44 H 2.490 -1.882 -1.067
45 H 3.227 1.614 -0.120
46 H 1.442 5.607 1.109
47 P -3.226 -0.833 -2.106
48 H -0.321 -0.052 0.038
49 O -1.800 -0.359 -1.905
50 H 4.307 -4.616 -1.880
51 C 0.749 7.382 2.141
52 O 4.366 -2.649 -1.259
53 C 0.743 5.881 1.906
54 H -5.013 -6.215 0.637
55 H -1.033 9.405 1.605
56 N -3.959 -4.531 -0.748
57 C 0.809 1.459 -0.962
58 H -1.616 7.756 1.223
59 C -2.519 -3.856 -2.645
60 H -4.057 0.274 -1.772
61 C 3.424 -1.890 0.854
62 H 1.447 0.758 -1.510
63 H -6.011 -5.175 1.732
64 H -1.154 8.862 -0.081
65 H 0.064 7.651 2.952
66 H -3.449 -1.160 -3.467
67 C 2.920 2.495 -0.689
68 O 0.427 8.097 0.953
69 O 1.515 2.670 -0.676
70 H 0.822 1.154 2.988
71 H 3.276 2.411 -1.721
72 H 1.655 2.295 1.889
73 O -0.564 5.405 1.618

net charge	-1
energy relative to the best compared isomer or geometry (same formula, charge and spin)	0.0	kJ/mol
HOMO energy	-4.8465	eV

Partial atomic charges computed with the Löwdin method, in multiples of e: 0.08, -0.06, 0.09, 0.07, -0.12, 0.10, -0.20, 0.11, -0.43, 0.09, 0.11, -0.11, -0.18, 0.12, 0.08, -0.18, -0.10, -0.05, 0.08, 0.06, -0.22, -0.19, 0.12, 0.08, -0.09, 0.09, 0.08, -0.26, -0.70, 0.12, 0.11, 0.08, -0.12, 0.09, 0.13, -0.12, 0.13, 0.10, 0.12, -0.12, 0.12, 0.13, -0.09, 0.12, 0.08, 0.12, 0.69, 0.10, -0.48, 0.09, -0.20, -0.19, -0.21, 0.06, 0.09, 0.00, -0.19, 0.08, -0.11, 0.01, -0.20, 0.12, 0.06, 0.09, 0.12, 0.04, -0.11, -0.19, -0.22, 0.09, 0.09, 0.08, -0.19

Record order is preserved below.
HOMO-LUMO gap: 9.261 8.211 8.150 7.109 eV